No. 1
Below is a structure of composition C26H17BaF5N8O3S2Te in a non-equilibrium geometry, with properties calculated with ωB97M-V/def2-TZVPD.

XYZ file:
```
63
Properties=species:S:1:pos:R:3:forces:R:3
Ba -0.746 0.306 0.622 0.2 1.1 0.5
O 4.984 3.032 -3.990 0.2 -0.4 0.0
C 4.922 1.848 -3.562 0.5 1.4 -1.2
O 5.682 0.891 -3.808 -0.4 -0.1 0.4
C 3.736 1.651 -2.652 -0.4 -1.3 1.0
C 2.790 2.639 -2.377 0.5 -1.1 -0.1
C 1.859 2.389 -1.366 0.7 -0.6 0.1
N 1.729 1.215 -0.705 0.1 0.2 -0.8
C 2.529 0.215 -1.119 1.0 0.8 -0.1
C 3.590 0.412 -2.007 -0.8 1.2 -0.2
C 2.412 -1.132 -0.546 -1.0 -2.1 0.5
C 3.155 -2.235 -1.058 -0.6 0.8 0.1
C 2.999 -3.482 -0.497 0.1 -0.4 0.6
C 2.167 -3.651 0.619 0.6 0.2 -0.7
C 1.414 -2.565 0.997 0.0 -0.1 0.9
N 1.488 -1.373 0.413 0.7 0.7 -0.4
C 0.986 3.515 -1.056 -1.2 2.0 -0.2
C 1.033 4.696 -1.836 -0.1 -0.1 0.5
C 0.015 5.626 -1.690 -0.6 0.2 -0.1
C -1.038 5.432 -0.786 0.3 -0.8 0.4
C -0.950 4.275 0.016 0.2 1.4 -0.1
N 0.066 3.447 -0.102 -0.3 -2.3 0.2
H 2.780 3.556 -2.965 0.4 -0.7 0.3
H 4.280 -0.375 -2.230 0.3 0.1 -0.2
H 3.787 -2.082 -1.918 0.1 -0.2 0.1
H 3.561 -4.343 -0.864 -0.1 0.3 -0.1
H 2.152 -4.582 1.166 -0.2 0.0 0.0
H 0.781 -2.634 1.894 0.0 0.2 -0.5
H 1.873 4.910 -2.489 -0.5 0.1 0.0
H -0.007 6.493 -2.351 0.2 -0.1 0.3
H -1.855 6.145 -0.633 0.3 -0.3 -0.3
H -1.655 4.053 0.828 0.1 0.1 -0.4
S 0.681 0.184 3.516 1.2 -1.4 -2.2
C -0.511 0.936 4.371 -4.3 2.8 1.8
C -0.003 1.366 5.679 0.9 0.5 2.0
N 0.525 1.664 6.693 -1.4 -0.7 -2.4
C -1.889 1.399 4.095 4.2 -0.4 4.1
S -2.934 1.346 2.839 -1.2 -0.6 -3.2
C -2.515 2.059 5.250 -0.2 0.5 1.2
N -3.064 2.585 6.140 0.8 -0.8 -1.5
N -0.235 -2.098 -3.128 0.2 -0.5 1.8
C -0.126 -3.139 -2.562 -0.2 1.8 -1.4
H -0.292 -1.038 -2.979 0.1 -1.1 -0.1
N -2.980 -5.888 2.678 0.3 -0.1 -0.2
C -2.706 -4.631 2.206 0.3 0.4 0.0
C -2.461 -3.569 3.091 -0.1 -0.2 -0.9
C -2.196 -2.329 2.534 0.1 0.0 0.0
N -2.046 -2.074 1.229 -1.2 -1.6 -0.6
C -2.337 -3.111 0.379 0.9 0.5 1.2
C -2.629 -4.398 0.812 0.0 1.0 0.6
H -3.252 -5.999 3.633 -0.1 0.0 0.2
H -3.347 -6.534 2.011 -0.2 -0.3 0.0
H -2.439 -3.699 4.168 -0.2 0.0 -0.1
H -2.125 -1.474 3.179 0.4 0.4 0.3
H -2.228 -2.857 -0.665 -0.1 -0.2 -0.2
H -2.765 -5.200 0.108 -0.1 -0.2 -0.2
F -2.506 1.635 -1.000 -1.6 0.9 -0.9
Te -2.326 1.095 -2.889 2.4 1.2 5.1
F -4.021 1.812 -3.304 0.9 -0.3 0.4
F -2.306 0.708 -4.708 0.3 -0.5 0.2
F -1.556 2.804 -3.131 -0.8 -0.4 -0.6
F -3.216 -0.409 -2.165 -0.3 -0.1 -1.2
O -0.715 0.565 -2.031 -1.1 -1.0 -3.6
```
Positions in Å, forces in eV/Å.

## Properties
* energy relative to the best compared isomer or geometry (same formula, charge and spin): 0.0 kJ/mol
* Kohn-Sham gap: 3.60 eV
* energy: -88550.2229 eV
* net charge: -2

These are the natural (NBO) partial charges, in e, on atoms 1 to 4: number 1, Ba, carries 1.78; number 2, O, carries -0.76; number 3, C, carries 0.72; number 4, O, carries -0.75

No. 2
Below is a structure of composition C26H17NO5PSW in a non-equilibrium geometry, with properties calculated with ωB97M-V/def2-TZVPD.

XYZ file:
```
52
Properties=species:S:1:pos:R:3:forces:R:3
W -1.080 -0.057 -0.284 -0.6 2.1 0.7
C 4.991 2.302 0.480 1.1 0.9 -0.2
C 4.068 2.456 1.497 -0.3 -0.9 0.8
C 2.898 1.664 1.480 0.4 1.5 0.6
C 2.592 0.879 0.382 1.1 -0.8 -1.0
C 3.518 0.839 -0.703 -0.6 0.3 0.0
C 4.682 1.595 -0.667 -0.6 -1.3 -0.5
P 1.255 -0.277 0.466 0.1 1.2 0.2
C 1.063 -1.571 -0.700 0.7 0.1 0.4
C 1.327 -2.931 -0.439 -0.6 0.6 -0.5
C 1.276 -3.781 -1.523 0.1 0.3 0.4
C 0.948 -3.285 -2.780 0.0 0.5 -0.3
C 0.654 -1.941 -3.030 0.0 -1.0 -0.1
C 0.737 -1.073 -1.986 -0.2 1.1 0.9
C 0.470 -0.562 2.027 0.7 0.0 -0.4
C 0.942 -0.987 3.244 -0.9 -0.4 1.1
C 0.004 -0.869 4.306 0.3 0.2 -0.1
C -1.224 -0.220 4.074 -0.9 0.3 1.4
C -1.685 0.212 2.836 0.9 -0.3 -0.3
C -0.807 -0.018 1.765 -0.1 -0.3 -0.1
H 6.000 2.755 0.552 -0.9 -0.1 0.0
H 4.355 3.052 2.379 -0.5 -0.4 -0.5
H 2.208 1.736 2.302 -0.1 0.0 0.4
H 3.303 0.247 -1.581 0.1 -0.1 0.0
H 5.351 1.485 -1.520 0.0 0.3 0.4
H 1.555 -3.276 0.558 0.2 0.0 0.1
H 1.558 -4.806 -1.371 -0.1 -0.4 -0.2
H 0.984 -3.956 -3.598 -0.1 -0.6 -0.8
H 0.404 -1.534 -3.984 0.0 -0.3 -0.7
H 0.637 0.020 -2.177 0.3 -0.6 0.1
H 1.936 -1.420 3.375 -0.3 0.3 0.1
H 0.236 -1.208 5.339 -0.1 0.3 -0.9
H -1.893 0.016 4.939 0.7 -0.5 -0.7
H -2.637 0.693 2.697 -0.2 0.1 0.1
O -3.567 5.504 -1.532 -1.2 2.6 -0.9
C -3.057 4.506 -1.286 0.5 -2.9 2.0
C -1.831 3.865 -1.955 0.1 -0.7 0.9
O -1.170 4.316 -2.810 0.8 0.4 -1.1
C -1.627 2.579 -1.176 -0.7 -0.4 0.6
C -2.580 2.356 -0.215 0.8 -0.5 -0.6
O -2.569 1.105 0.304 0.4 0.3 -1.2
C -3.490 3.541 -0.058 -0.5 0.4 0.3
O -4.297 3.751 0.798 0.6 -0.2 -0.8
O -0.831 1.484 -1.379 -0.6 -0.5 0.5
S -3.399 -3.941 -0.821 0.5 0.2 0.4
C -4.093 -2.709 -1.751 -0.3 0.8 -0.3
C -3.430 -1.540 -1.632 0.6 -0.6 1.1
N -2.347 -1.623 -0.745 0.0 -0.7 -0.4
C -2.227 -2.865 -0.271 0.3 -0.4 0.6
H -5.014 -2.818 -2.290 -0.2 -0.3 -0.3
H -3.643 -0.582 -2.001 -0.6 0.9 -0.8
H -1.457 -3.111 0.469 -0.4 -0.1 -0.4
```
Positions in Å, forces in eV/Å.

## Properties
* Kohn-Sham gap (spin up / spin down): 4.47 / 4.47 eV
* energy: -60882.5970 eV
* net charge: +3

These are the natural (NBO) partial charges, in e, on atoms 1 to 4: number 1, W, carries 1.91; number 2, C, carries -0.10; number 3, C, carries -0.18; number 4, C, carries -0.14

No. 3
Below is a structure of composition C26H18BrCsF6N2O6S3Sb in a non-equilibrium geometry, with properties calculated with ωB97M-V/def2-TZVPD.

XYZ file:
```
64
Properties=species:S:1:pos:R:3:forces:R:3
Cs -0.038 -1.552 0.096 0.4 -1.5 -1.2
F 2.122 -1.599 5.063 0.2 0.0 0.1
C 0.821 -1.730 4.834 0.0 0.3 -0.1
F 0.143 -1.146 5.814 -0.1 0.0 0.2
F 0.521 -3.025 4.815 0.0 -0.3 0.1
S 0.369 -1.037 3.199 -0.2 -0.2 0.5
O 1.287 -1.655 2.272 1.0 -0.1 1.9
O -1.006 -1.418 3.003 0.0 0.1 0.2
N 0.613 0.498 3.478 0.1 0.0 -0.2
S 0.534 1.399 2.179 0.0 0.2 -0.3
O 1.333 2.581 2.222 0.1 -0.3 0.2
O 0.513 0.566 0.983 0.7 3.7 1.5
C -1.172 2.076 2.268 0.2 0.0 -0.1
F -1.280 2.904 3.303 -0.1 0.1 0.2
F -1.420 2.755 1.148 -0.1 0.1 -0.1
F -2.072 1.114 2.391 -0.3 -0.1 0.0
S 4.110 0.253 2.591 -0.3 -0.1 0.0
Sb 4.340 -1.827 1.796 0.7 -0.4 -0.3
C 5.693 -2.869 3.070 0.0 0.0 0.1
C 6.032 -2.316 4.300 0.0 0.0 -0.1
C 6.874 -3.006 5.166 0.0 0.0 0.0
C 7.380 -4.245 4.800 0.0 0.0 0.0
C 7.049 -4.799 3.566 0.0 0.1 0.0
C 6.202 -4.115 2.705 0.0 0.1 0.1
C 3.108 -3.548 1.438 -0.2 0.2 0.2
C 2.653 -3.989 0.201 0.1 -0.1 0.2
C 1.816 -5.101 0.126 0.1 0.1 0.0
C 1.425 -5.755 1.282 0.0 0.0 0.0
C 1.894 -5.326 2.519 0.0 0.0 0.0
C 2.734 -4.229 2.599 0.0 0.0 -0.2
C 5.546 -1.744 0.040 0.1 0.0 0.0
C 5.027 -1.781 -1.252 0.1 0.1 0.1
C 5.870 -1.687 -2.353 0.0 0.0 0.0
C 7.237 -1.540 -2.169 0.0 0.0 0.0
C 7.762 -1.476 -0.884 0.0 0.0 0.0
C 6.921 -1.577 0.217 -0.1 -0.1 -0.1
H 5.633 -1.342 4.567 0.0 0.0 0.0
H 7.133 -2.577 6.127 0.0 0.0 0.0
H 8.030 -4.787 5.478 0.0 0.0 0.0
H 7.447 -5.766 3.281 0.0 0.0 0.0
H 5.937 -4.554 1.749 0.0 0.0 0.0
H 2.949 -3.495 -0.714 0.0 0.0 0.0
H 1.465 -5.443 -0.839 -0.1 0.1 0.0
H 0.753 -6.602 1.221 0.0 0.0 0.0
H 1.594 -5.840 3.425 0.0 0.0 0.0
H 3.082 -3.895 3.570 0.0 0.0 0.0
H 3.961 -1.855 -1.416 0.0 0.0 0.0
H 5.457 -1.726 -3.353 0.0 0.0 0.0
H 7.894 -1.466 -3.027 0.0 0.0 0.0
H 8.828 -1.345 -0.739 0.0 0.0 0.0
H 7.337 -1.520 1.217 0.0 0.0 0.0
Br -4.804 -6.985 0.015 0.0 0.0 0.0
C -4.566 -5.260 -0.742 0.0 0.0 0.0
C -5.674 -4.554 -1.179 0.0 0.2 -0.1
N -5.575 -3.342 -1.724 0.2 -0.1 0.0
C -4.353 -2.808 -1.829 -0.2 0.0 0.0
C -3.192 -3.447 -1.416 0.0 0.0 0.1
C -3.304 -4.713 -0.862 0.0 0.0 -0.1
C -1.820 -2.785 -1.532 -0.7 -0.5 -0.8
O -1.791 -1.558 -1.768 -1.1 -0.3 -1.0
O -0.831 -3.516 -1.302 -0.6 -1.2 -1.0
H -6.669 -4.978 -1.086 0.0 0.0 0.0
H -4.278 -1.820 -2.268 0.0 0.0 0.0
H -2.407 -5.230 -0.550 0.0 0.0 0.0
```
Positions in Å, forces in eV/Å.

## Properties
* energy relative to the best compared isomer or geometry (same formula, charge and spin): 243.0 kJ/mol
* Kohn-Sham gap: 8.10 eV
* energy: -168458.6116 eV
* net charge: -1

These are the Mulliken partial charges, in e, on atoms 1 to 4: number 1, Cs, carries 1.50; number 2, F, carries -0.20; number 3, C, carries 0.29; number 4, F, carries -0.20

Question: Which formula does entry 1 have?
Answer: C26H17BaF5N8O3S2Te

Question: Which of these has the lowest energy?
Answer: C26H18BrCsF6N2O6S3Sb

Question: energy of number 3 (C26H18BrCsF6N2O6S3Sb)?
Answer: -168458.6116 eV

Question: What is the net charge in the first record?
Answer: -2